Record 1
79
Properties=species:S:1:pos:R:3:forces:R:3:mulliken_charge:R:1 method="wB97M-V/def2-TZVPD" charge=+1 orbital_gap_ev="7.1 / 7.8" relative_energy_kj_mol=8.2 e_homo_ev="-10.839 / -10.929" multiplicity=2
V 1.116 0.305 -0.942 -0.118 -0.002 -0.037 0.29
C 0.887 2.074 -3.192 -0.046 0.018 0.012 -1.12
N -0.111 1.540 -2.214 0.108 -0.054 -0.018 1.27
C -1.184 0.844 -2.964 -0.012 0.024 0.011 -1.47
C -0.603 2.650 -1.397 -0.018 -0.005 -0.003 0.82
C -1.625 3.492 -1.781 0.016 0.000 -0.004 -0.68
C -2.002 4.530 -0.935 -0.023 -0.010 -0.038 -0.92
C -1.356 4.702 0.278 0.037 0.004 0.047 -0.78
C -0.328 3.852 0.667 -0.039 0.005 -0.018 -0.77
C 0.057 2.824 -0.181 0.026 -0.025 0.034 -0.66
N 1.020 1.839 0.095 0.003 0.028 0.084 1.00
C 2.104 1.957 0.981 -0.008 -0.012 -0.018 -0.62
C 2.723 3.134 1.376 0.040 -0.018 0.062 -0.60
C 3.878 3.067 2.151 -0.043 0.033 -0.034 -0.88
C 4.430 1.846 2.501 0.012 -0.036 0.013 -1.01
C 3.817 0.661 2.104 0.012 0.064 0.026 -0.26
C 2.653 0.727 1.366 0.040 -0.005 0.023 0.73
N 1.886 -0.439 0.936 -0.045 0.065 0.016 1.45
C 0.825 -0.677 1.963 0.026 -0.013 -0.029 -1.53
C 2.684 -1.684 0.809 0.006 0.025 0.015 -1.19
H 0.408 2.830 -3.817 0.007 -0.005 -0.009 0.45
H 1.724 2.518 -2.656 0.008 -0.008 -0.002 0.28
H 1.248 1.258 -3.816 0.007 0.000 0.000 0.42
H -1.549 1.470 -3.780 -0.005 0.000 0.004 0.49
H -0.778 -0.073 -3.390 0.001 0.001 -0.002 0.29
H -2.003 0.607 -2.290 -0.002 -0.003 -0.003 0.48
H -2.137 3.349 -2.723 -0.004 0.009 0.001 0.41
H -2.806 5.192 -1.223 0.002 0.000 -0.002 0.43
H -1.662 5.499 0.942 -0.004 0.000 -0.002 0.43
H 0.139 3.969 1.635 0.004 -0.002 0.000 0.62
H 2.327 4.091 1.068 -0.005 0.003 -0.005 0.67
H 4.355 3.985 2.469 0.001 0.000 0.001 0.46
H 5.336 1.806 3.090 -0.001 0.000 -0.003 0.47
H 4.256 -0.293 2.367 -0.012 -0.003 -0.004 0.40
H 1.304 -0.806 2.935 -0.013 0.000 0.008 0.47
H 0.140 0.166 1.993 0.007 0.006 0.015 0.31
H 0.280 -1.586 1.713 0.002 0.001 -0.001 0.44
H 2.916 -2.083 1.798 0.006 -0.005 -0.002 0.54
H 2.093 -2.416 0.261 0.007 -0.007 0.005 0.15
H 3.620 -1.496 0.290 0.015 -0.007 0.003 0.37
O 7.810 -0.798 -0.918 -0.023 0.012 -0.011 -0.48
C 6.507 -0.728 -0.609 -0.018 0.054 -0.020 0.56
O 5.979 -1.566 0.065 0.003 -0.020 0.002 -0.48
C 5.767 0.473 -1.086 0.053 -0.082 0.021 0.43
C 6.061 1.796 -0.856 -0.045 0.003 -0.012 -0.66
N 4.978 2.497 -1.249 0.029 0.016 0.006 -0.03
N 3.995 1.728 -1.715 -0.016 -0.019 -0.006 -0.12
C 4.463 0.494 -1.624 -0.028 0.023 -0.020 0.33
C 3.667 -0.662 -2.111 0.019 -0.004 0.020 -0.18
O 4.142 -1.648 -2.577 0.019 0.014 -0.009 -0.55
O 2.330 -0.498 -1.954 -0.009 -0.090 -0.103 -0.50
H 8.039 -0.130 -1.577 0.020 -0.010 0.007 0.38
H 6.920 2.273 -0.416 0.003 0.002 0.001 0.46
H 4.850 3.494 -1.213 0.000 0.000 0.009 0.20
C -6.813 -2.246 0.371 -0.020 0.006 -0.010 -1.61
C -5.864 -3.090 1.233 0.019 0.018 0.009 2.14
C -5.898 -2.579 2.680 -0.004 0.006 0.004 -1.59
C -6.361 -4.535 1.221 -0.008 -0.010 0.002 -2.16
C -4.440 -2.960 0.688 0.013 -0.012 -0.010 0.39
C -3.704 -4.065 0.255 0.006 0.005 0.005 -0.36
C -2.404 -3.962 -0.242 -0.006 -0.010 0.004 -1.99
C -1.865 -2.702 -0.287 0.028 -0.013 -0.016 1.05
O -0.609 -2.297 -0.723 -0.007 -0.020 0.003 -0.46
B -0.597 -0.928 -0.546 -0.001 0.089 -0.020 0.71
O -1.792 -0.461 -0.024 -0.014 -0.060 -0.017 -0.51
C -2.579 -1.598 0.136 0.017 0.060 0.009 0.04
C -3.856 -1.687 0.625 -0.030 -0.019 0.016 -0.86
H -7.834 -2.333 0.747 0.001 0.001 0.000 0.46
H -6.802 -2.584 -0.666 0.003 -0.006 0.003 0.37
H -6.545 -1.188 0.385 0.005 -0.002 0.006 0.32
H -6.910 -2.660 3.081 0.000 -0.002 -0.001 0.45
H -5.596 -1.533 2.748 -0.003 0.002 -0.004 0.32
H -5.232 -3.165 3.316 0.001 -0.005 -0.005 0.37
H -7.379 -4.567 1.610 0.000 0.002 0.000 0.43
H -5.747 -5.181 1.851 0.003 0.003 -0.002 0.43
H -6.381 -4.949 0.212 -0.003 0.002 -0.001 0.45
H -4.147 -5.049 0.300 -0.002 0.001 -0.002 0.50
H -1.851 -4.830 -0.573 -0.003 -0.001 -0.001 0.51
H -4.383 -0.801 0.950 0.002 0.003 -0.003 0.57


Record 2
84
Properties=species:S:1:pos:R:3:forces:R:3:nbo_charge:R:1 method="wB97M-V/def2-TZVPD" charge=+2 orbital_gap_ev=6.4 e_homo_ev=-12.163
Ti 0.136 0.587 -1.052 -0.352 -1.005 0.648 1.68
O -3.410 2.954 -3.449 -0.070 -0.053 0.069 -0.65
C -2.231 2.641 -2.917 0.178 0.147 -0.126 0.80
O -2.109 1.827 -2.032 -0.050 0.034 0.009 -0.60
C -1.179 3.531 -3.587 0.046 -0.190 0.055 -0.18
O 0.172 3.259 -3.325 0.087 0.027 0.040 -0.52
C 0.874 2.467 -4.262 -0.189 0.067 0.145 -0.18
C 0.963 1.016 -3.829 -0.496 0.151 0.537 0.80
O 1.687 0.200 -4.318 0.072 -0.259 -0.016 -0.56
O 0.105 0.750 -2.818 0.666 0.277 -2.047 -0.71
H -4.100 2.458 -2.982 -0.058 0.012 -0.020 0.51
H -1.387 4.537 -3.225 -0.030 0.103 0.043 0.24
H -1.390 3.537 -4.656 -0.039 -0.017 -0.112 0.22
H 1.888 2.850 -4.339 0.072 0.034 -0.024 0.24
H 0.423 2.504 -5.256 -0.015 0.017 -0.067 0.22
C -2.835 1.227 2.234 0.009 0.068 0.090 -0.24
C -1.723 1.270 1.388 0.027 -0.054 -0.142 0.12
N -1.605 0.478 0.337 -0.090 0.324 0.044 -0.45
C -2.580 -0.423 0.095 0.322 0.067 -0.013 0.24
C -3.732 -0.521 0.861 -0.349 -0.093 0.151 -0.10
C -3.846 0.346 1.964 -0.194 -0.067 0.057 -0.09
C -4.740 -1.481 0.487 0.007 0.143 0.158 -0.15
C -4.570 -2.278 -0.585 0.059 -0.097 -0.159 -0.20
C -3.363 -2.207 -1.370 -0.261 -0.175 -0.011 0.00
C -3.123 -2.995 -2.505 -0.111 -0.126 -0.075 -0.10
C -1.952 -2.835 -3.204 -0.013 -0.087 -0.083 -0.25
C -1.012 -1.909 -2.756 0.104 0.004 0.046 0.09
N -1.193 -1.178 -1.668 -0.206 0.231 0.231 -0.45
C -2.371 -1.303 -1.007 0.319 0.119 -0.070 0.14
H -2.880 1.902 3.078 0.009 -0.019 -0.023 0.25
H -0.924 1.975 1.564 0.040 0.039 0.019 0.25
H -4.729 0.304 2.593 0.046 0.001 -0.046 0.24
H -5.647 -1.538 1.078 0.068 0.011 -0.021 0.24
H -5.338 -2.985 -0.876 0.056 0.029 0.001 0.24
H -3.871 -3.708 -2.833 0.045 0.038 0.013 0.24
H -1.748 -3.405 -4.100 -0.014 0.010 0.031 0.25
H -0.097 -1.745 -3.310 -0.013 0.021 -0.005 0.22
N 1.744 -0.997 -1.544 -0.080 -0.006 0.238 -0.78
C 1.705 -2.074 -0.535 0.022 0.136 -0.207 -0.17
C 3.109 -2.627 -0.272 0.149 -0.023 -0.045 -0.39
C 3.340 -3.729 0.769 -0.156 0.104 0.083 -0.42
C 2.488 -4.997 0.657 -0.033 0.080 -0.043 -0.23
N 1.275 -4.880 1.469 0.016 0.099 -0.009 -0.58
C 0.638 -5.878 2.047 -0.036 -0.120 0.085 0.68
N -0.414 -5.622 2.841 0.186 0.008 -0.178 -0.77
N 1.010 -7.142 1.837 -0.083 -0.003 0.084 -0.77
C 1.041 -1.444 0.682 -0.035 0.523 -0.180 0.82
O 0.675 -2.095 1.639 0.079 -0.218 0.212 -0.64
O 0.871 -0.150 0.551 0.127 -0.757 0.849 -0.69
H 1.848 -1.316 -2.502 -0.072 -0.083 -0.079 0.42
H 2.554 -0.411 -1.359 0.072 0.075 -0.069 0.42
H 1.031 -2.856 -0.889 -0.011 -0.094 -0.065 0.22
H 3.737 -1.777 0.012 0.052 -0.052 -0.028 0.23
H 3.486 -2.979 -1.237 0.010 0.006 -0.022 0.22
H 3.238 -3.324 1.779 -0.010 -0.045 -0.006 0.23
H 4.381 -4.032 0.668 0.042 0.047 0.011 0.25
H 3.076 -5.840 1.020 0.024 0.036 0.051 0.21
H 2.224 -5.203 -0.383 0.004 -0.033 -0.031 0.21
H 0.949 -3.930 1.657 0.013 0.225 -0.034 0.45
H -0.616 -4.671 3.102 -0.011 0.009 0.019 0.43
H -0.839 -6.351 3.386 -0.029 -0.033 0.011 0.42
H 1.812 -7.361 1.275 -0.040 -0.020 -0.044 0.43
H 0.559 -7.903 2.315 0.001 -0.011 0.017 0.43
C 3.452 4.222 3.434 -0.084 -0.020 -0.034 -0.63
C 1.981 4.418 3.176 0.125 -0.046 0.151 -0.05
C 1.099 4.688 4.209 0.010 0.046 0.128 -0.20
C -0.257 4.869 3.967 0.037 -0.014 0.069 -0.05
Cl -1.331 5.187 5.294 0.027 -0.014 -0.048 0.02
C -0.754 4.802 2.683 -0.045 -0.021 -0.110 -0.23
C 0.115 4.522 1.630 -0.114 0.217 0.054 -0.31
C 1.462 4.328 1.884 -0.004 -0.088 -0.057 0.34
O 2.391 4.016 0.910 0.049 0.152 0.008 -0.49
C 1.972 4.006 -0.433 -0.016 -0.131 0.008 -0.17
C 1.319 2.680 -0.697 -0.225 -0.502 -0.143 0.83
O 1.953 1.688 -1.157 -0.210 0.400 0.087 -0.64
O 0.085 2.456 -0.410 0.501 0.177 -0.110 -0.65
H 3.696 4.477 4.464 -0.017 -0.012 -0.033 0.23
H 4.055 4.841 2.769 -0.026 0.013 0.013 0.23
H 3.748 3.185 3.257 -0.033 0.042 -0.005 0.22
H 1.473 4.770 5.224 -0.037 -0.017 -0.074 0.24
H -1.808 4.970 2.497 0.080 0.008 -0.003 0.23
H -0.282 4.470 0.625 -0.014 0.024 0.164 0.23
H 2.859 4.065 -1.055 0.132 0.087 0.014 0.23
H 1.288 4.817 -0.676 -0.017 0.117 -0.024 0.21


> Which of these has the highest charge?

C31H35ClN6O10Ti


> Which value of charge does entry 1 give?

+1


> Among the records above, which one has the highest charge?

C31H35ClN6O10Ti


> Among the records above, which one has the lowest charge?

C31H35BN5O6V